1.
The following is a quantum chemistry calculation of C22H21I2IrN5O3S as an isolated structure at a distorted geometry, from the OMol25 dataset.

The geometry in XYZ format:
```
55
Properties=species:S:1:pos:R:3:forces:R:3:mulliken_charge:R:1
Ir -0.1737 0.0996 -0.1714 -4.3 0.8 -2.0 2.6308
I -1.7418 1.0451 4.8021 0.3 -0.1 0.2 0.0129
C 0.1944 0.5937 4.1453 -0.5 0.1 -0.9 -0.3239
C 1.2328 0.3939 5.0582 0.4 -0.1 0.1 -0.2056
C 2.5005 0.1018 4.6243 0.1 0.0 0.4 -0.2187
I 4.0017 -0.2200 6.0610 -0.2 0.1 -0.2 0.0924
C 2.7861 0.0175 3.2424 -0.1 0.1 -0.1 0.9048
C 4.0514 -0.2512 2.6793 0.0 -0.1 -0.2 -0.6267
C 4.1935 -0.3036 1.3179 0.1 0.1 0.2 -1.1896
C 3.0789 -0.0731 0.5010 -0.1 0.0 0.1 -0.0875
N 1.8903 0.1888 0.9953 0.6 -0.7 -0.5 -0.2610
C 1.7242 0.2276 2.3312 -0.2 0.1 0.4 -0.3890
C 0.3938 0.5128 2.7690 0.5 0.0 0.9 0.5123
O -0.5486 0.7126 1.8911 0.5 -0.3 -1.8 -1.1159
H 1.0330 0.4742 6.1176 0.0 0.0 0.0 0.3548
H 4.9012 -0.4178 3.3268 0.0 0.0 0.0 0.2278
H 5.1552 -0.5167 0.8739 0.0 0.0 0.0 0.4069
H 3.1703 -0.0959 -0.5786 0.0 -0.1 0.0 0.4826
N -0.3098 -0.8786 -2.2608 0.9 0.6 1.6 -0.4699
C 0.0080 0.0164 -3.3255 -0.1 0.0 -0.5 0.4794
C -0.3453 -0.2121 -4.6272 0.0 -0.1 0.2 -0.5424
C 0.0095 0.7016 -5.6369 0.0 0.2 -0.1 -0.7542
C 0.6881 1.8470 -5.3299 -0.1 -0.1 -0.1 -0.9414
C 1.0380 2.1249 -3.9902 0.1 -0.1 0.2 0.7706
C 1.7003 3.3057 -3.5889 0.0 0.0 0.2 -0.6459
C 1.9511 3.5199 -2.2615 0.1 0.0 -0.2 -0.9737
C 1.5516 2.5505 -1.3288 0.2 0.0 0.2 -0.3095
N 0.9591 1.4292 -1.6734 -0.4 0.0 1.8 -0.0243
C 0.6943 1.1967 -2.9820 -0.2 0.0 -0.4 0.0562
H 0.4675 -1.4972 -2.0255 -0.1 -0.3 -0.2 0.3756
H -1.1235 -1.4468 -2.4648 -0.2 0.1 0.3 0.2578
H -0.9003 -1.1052 -4.8872 0.0 0.0 0.0 0.4229
H -0.2602 0.4840 -6.6607 0.0 0.0 0.0 0.4146
H 0.9494 2.5595 -6.1009 0.0 0.0 0.0 0.4379
H 1.9907 4.0326 -4.3364 0.0 0.0 0.0 0.4557
H 2.4480 4.4150 -1.9178 0.0 0.0 0.0 0.4265
H 1.7334 2.6978 -0.2715 -0.1 0.0 0.0 0.5516
C -0.8931 -3.8997 0.9262 -0.2 0.2 -0.1 -1.1898
C -0.6005 -2.5066 0.4454 0.8 -0.5 -0.1 0.9595
O -1.5239 -1.6373 0.4304 0.8 2.0 0.1 -0.8044
O 0.5534 -2.1979 0.0628 0.4 -0.5 0.2 -0.7602
H -1.9562 -4.1108 0.8443 0.0 -0.1 0.0 0.3654
H -0.5997 -3.9681 1.9739 0.0 0.0 0.0 0.2749
H -0.3064 -4.6180 0.3596 0.0 0.0 0.0 0.3436
C -4.5024 3.3250 -1.3348 0.1 -0.1 -0.1 -0.8688
N -4.1650 2.8845 0.0089 -0.1 0.1 -0.1 -0.2307
C -3.1454 2.0786 0.3074 0.0 -0.2 0.6 0.4584
N -3.0048 1.6404 1.5464 -0.3 0.1 -0.4 -0.0994
S -2.0502 1.6640 -0.9388 1.3 -1.2 -0.1 -0.3273
H -5.3084 4.0498 -1.2759 0.0 0.0 0.1 0.3354
H -4.8214 2.4831 -1.9507 0.0 0.0 0.0 0.3089
H -3.6360 3.7863 -1.8066 -0.1 0.1 0.0 0.2892
H -4.8015 3.1264 0.7506 0.0 0.0 0.0 0.2406
H -3.6221 1.9348 2.2846 -0.1 0.0 0.0 0.2227
H -2.1802 1.0967 1.8001 0.1 0.1 0.1 0.2870
```
Positions in Å, forces in eV/Å.

Computed properties:
LUMO: -3.52 eV
ΔE to the lowest compared entry with this formula, charge and spin: 331.9 kJ/mol
HOMO-LUMO gap: 6.4 eV
total charge: +1

***

2.
The following is a quantum chemistry calculation of a 3-piece molecular cluster, C3H14N2O2 overall at a distorted geometry, from the OMol25 dataset.

The geometry in XYZ format:
```
21
Properties=species:S:1:pos:R:3:forces:R:3:lowdin_spin:R:1
C -1.0209 1.4745 -1.3602 1.0 2.7 2.0 0.0607
C -0.4478 0.4973 -0.3503 0.0 1.3 1.6 0.0640
C -0.1050 -0.6450 -1.1972 2.3 -3.2 -1.3 0.2227
N 0.3199 -1.9638 -0.5754 -1.1 1.1 1.4 0.0700
N -1.6490 2.7066 -0.7513 0.0 0.5 -1.1 0.0060
H -0.1898 1.8371 -1.9692 0.0 -0.5 -0.4 0.0245
H -1.7541 1.0081 -1.9223 -1.4 -0.8 -1.3 0.0068
H 0.4897 0.9520 0.0579 -0.7 -0.4 0.1 0.0267
H -1.1404 0.2818 0.5175 0.6 0.2 -1.0 0.0069
H 0.8547 -0.3995 -1.8360 -1.9 -0.2 0.8 0.1055
H -0.9602 -0.8771 -1.8401 0.2 0.2 -0.3 0.0320
H -0.4392 -2.4259 0.0054 1.2 0.4 -1.6 0.0280
H 0.8386 -2.5136 -1.2650 -0.6 -0.3 0.2 0.1034
H -1.5841 3.4799 -1.4561 -0.3 -1.0 0.7 0.0058
H -1.0859 3.0729 0.0036 0.3 -0.3 0.3 0.0034
H 1.5271 -1.9224 0.7977 0.3 0.7 -0.7 0.0153
H 2.8727 -1.0515 0.9170 -0.2 0.0 -0.6 0.0566
O 2.2129 -1.5560 1.3960 0.1 -0.2 1.6 0.1077
H 0.3101 -0.5625 4.3530 0.3 0.3 2.1 0.0054
H 0.9273 -0.6949 2.9938 -2.0 -0.3 0.4 0.0118
O 0.0234 -0.6980 3.4814 1.8 -0.1 -2.7 0.0366
```
Positions in Å, forces in eV/Å.

Computed properties:
LUMO (spin up / spin down): 3.75 / 3.63 eV
ΔE to the lowest compared entry with this formula, charge and spin: 99.6 kJ/mol
⟨S²⟩: 0.750
HOMO-LUMO gap (spin up / spin down): 2.7 / 9.1 eV
total charge: -1
2S+1: 2

***

3.
The following is a quantum chemistry calculation of C27H35N4O3RhSTe4 as an isolated structure at a distorted geometry, from the OMol25 dataset.

The geometry in XYZ format:
```
75
Properties=species:S:1:pos:R:3:forces:R:3:lowdin_spin:R:1
Rh -1.5624 -1.1597 -1.5403 0.7 0.9 0.0 1.4509
C 4.0589 -1.6658 2.8459 0.0 0.0 0.0 0.0001
C 2.8143 -0.8210 3.1261 0.0 0.0 0.0 0.0033
C 2.2812 -1.1879 4.5185 0.0 0.0 0.0 0.0035
C 3.2316 0.6560 3.1154 0.0 0.0 0.0 0.0031
C 1.7147 -1.0621 2.0892 0.0 0.0 0.0 0.0576
C 1.8114 -2.0890 1.1050 0.0 0.0 0.0 0.1096
C 0.7902 -2.2271 0.1983 0.0 0.1 0.1 0.0172
N -0.3054 -1.4619 0.1800 0.1 0.1 0.0 0.2127
C -0.4512 -0.4711 1.1353 0.0 -0.1 0.0 0.1553
C 0.5870 -0.2920 2.0913 -0.1 0.0 0.0 0.0482
C -1.6292 0.3138 1.0683 0.0 0.0 0.1 0.1116
C -2.0011 1.2756 2.0431 0.0 0.0 0.0 0.0660
C -3.1724 1.9826 1.9475 0.0 0.0 0.0 0.0308
C -4.0061 1.7214 0.8382 0.0 -0.1 0.0 0.1109
C -3.5961 0.7836 -0.0894 -0.1 0.0 0.0 0.0079
N -2.4615 0.1028 -0.0042 0.2 0.2 -0.2 0.1891
C -3.5367 3.0023 3.0276 0.0 0.0 0.0 -0.0002
C -2.4594 4.0935 3.0805 0.0 0.0 0.0 0.0017
C -4.8840 3.6716 2.7547 0.0 0.0 0.0 0.0006
C -3.6173 2.2997 4.3897 0.0 0.0 0.0 0.0015
H 4.8304 -1.4308 3.5832 0.0 0.0 0.0 0.0000
H 4.4648 -1.4599 1.8530 0.0 0.0 0.0 0.0002
H 3.8447 -2.7339 2.9171 0.0 0.0 0.0 0.0001
H 3.0556 -1.0354 5.2768 0.0 0.0 0.0 0.0007
H 1.9718 -2.2350 4.5464 0.0 0.0 0.0 0.0001
H 1.4170 -0.5749 4.7804 0.0 0.0 0.0 0.0007
H 4.0597 0.8184 3.8119 0.0 0.0 0.0 0.0007
H 2.4104 1.3095 3.4128 0.0 0.0 0.0 0.0004
H 3.5554 0.9567 2.1168 0.0 0.0 0.0 0.0003
H 2.6579 -2.7557 1.0462 0.0 0.0 0.0 0.0086
H 0.8261 -2.9985 -0.5634 0.0 0.0 -0.1 -0.0005
H 0.4806 0.5019 2.8194 0.0 0.0 0.0 0.0013
H -1.3419 1.4361 2.8860 0.0 0.0 0.0 0.0030
H -4.9472 2.2282 0.6884 0.0 0.0 0.0 0.0090
H -4.2093 0.5586 -0.9559 0.0 0.0 0.0 0.0004
H -2.3828 4.6034 2.1178 0.0 0.0 0.0 0.0001
H -1.4803 3.6750 3.3173 0.0 0.0 0.0 0.0007
H -2.7085 4.8350 3.8452 0.0 0.0 0.0 0.0004
H -4.8703 4.2279 1.8152 0.0 0.0 0.0 0.0003
H -5.1090 4.3752 3.5598 0.0 0.0 0.0 0.0001
H -5.6931 2.9398 2.7113 0.0 0.0 0.0 0.0003
H -2.6605 1.8552 4.6668 0.0 0.0 0.0 0.0006
H -4.3632 1.5025 4.3665 0.0 0.0 0.0 0.0001
H -3.8993 3.0152 5.1676 0.0 0.0 0.0 0.0004
Te -2.6788 -3.2560 -0.2410 -0.2 -0.5 0.3 0.6012
Te -4.8577 -3.6747 -1.8034 -0.3 -0.1 0.0 0.0379
Te -5.4298 -6.2668 -1.8236 0.1 0.1 0.0 0.0205
Te -2.6586 -3.2227 -3.4791 -0.9 -0.6 -0.3 0.5400
S -2.4924 0.0959 -3.8575 -0.2 0.1 0.4 0.5683
C -3.0090 -1.1842 -2.9686 0.4 -0.4 -0.3 0.4850
C 1.1214 1.7823 -4.8142 0.0 0.0 0.0 0.0026
C 2.2658 1.2301 -3.9705 -0.1 0.0 -0.1 0.0006
C 2.1658 -0.2825 -3.7315 0.0 0.0 0.1 0.0020
C 3.3408 -0.7347 -2.8331 0.0 -0.1 0.0 0.0005
C 3.4280 -2.2395 -2.6024 0.0 0.0 0.0 0.0007
C 2.2897 -1.0000 -5.0610 -0.1 -0.1 0.0 0.0005
O 3.1917 -0.7805 -5.8417 0.1 0.0 0.0 0.0005
N 1.3191 -1.9292 -5.3377 0.1 0.1 0.1 0.0013
C 0.2661 -2.2940 -4.4930 -0.1 -0.1 -0.1 0.0070
O -0.5042 -3.1677 -4.9152 0.2 0.2 0.0 0.0146
N 0.1153 -1.6850 -3.3103 0.1 0.1 0.1 0.0350
C 0.8715 -0.6075 -2.9961 0.0 -0.2 -0.1 0.0097
O 0.5262 0.1050 -2.0563 0.0 0.1 0.1 0.0577
H 1.2506 2.8525 -4.9807 0.0 0.0 0.0 0.0001
H 0.1609 1.6335 -4.3175 0.0 0.0 0.0 0.0031
H 1.0807 1.2982 -5.7933 0.0 0.0 0.0 0.0001
H 2.2744 1.7126 -2.9932 0.0 0.0 0.0 0.0002
H 3.2216 1.4209 -4.4609 0.0 0.0 0.0 0.0001
H 3.2251 -0.2146 -1.8801 0.0 0.0 0.0 0.0004
H 4.2580 -0.3800 -3.3082 0.0 0.0 0.0 0.0000
H 2.5144 -2.6282 -2.1493 0.0 0.0 0.0 0.0003
H 4.2546 -2.4700 -1.9289 0.0 0.0 0.0 0.0001
H 3.6015 -2.7771 -3.5381 0.0 0.0 0.0 0.0001
H 1.3719 -2.4158 -6.2205 0.0 0.0 0.0 0.0002
```
Positions in Å, forces in eV/Å.

Computed properties:
LUMO (spin up / spin down): 2.01 / 0.64 eV
ΔE to the lowest compared entry with this formula, charge and spin: 196.0 kJ/mol
⟨S²⟩: 8.803
HOMO-LUMO gap (spin up / spin down): 4.7 / 5.2 eV
total charge: -1
2S+1: 6

***

| no. | total energy (a.u.) |
| --- | --- |
| 1 | -2448.21624 |
| 2 | -382.60952 |
| 3 | -3075.48633 |